Record 1
Below is a cluster of 7 separate species, C53H50BN4O27 in total, with properties calculated with ωB97M-V/def2-TZVPD.

Structure (XYZ):
```
135
Properties=species:S:1:pos:R:3:forces:R:3
C 0.34471 -2.87413 -5.43286 0.364 0.723 -0.729
C -0.55742 -2.77281 -4.65716 -0.471 0.114 0.960
C -1.66730 -2.53120 -3.71488 0.447 -0.332 -0.638
C -2.65697 -1.51270 -4.35757 -0.074 -0.409 0.425
C -2.96185 -0.29849 -3.45628 0.474 -0.715 -0.163
C -2.00307 0.86076 -3.63120 0.159 0.239 -0.029
C -0.87607 0.73678 -4.43098 -0.493 0.182 0.145
N -0.02583 1.76229 -4.58775 0.803 0.596 -0.097
B 1.19030 1.58676 -5.50722 -0.107 -0.185 -0.974
C 0.93750 0.94124 -6.91360 0.014 -0.023 0.775
O 2.38361 2.03864 -5.05380 -0.672 -0.748 0.657
C -0.19383 2.94706 -3.98505 -0.464 0.503 0.765
C -1.28611 3.16736 -3.17119 -0.583 -0.804 -0.109
C -2.19240 2.10998 -3.00250 -0.470 -0.144 0.149
C -3.46321 2.29334 -2.14590 -0.006 0.218 -0.407
O -3.58341 1.84848 -1.04878 0.344 0.087 -0.165
O -4.43480 3.02877 -2.75672 0.287 -0.105 0.173
C -4.98896 2.39165 -3.91861 -0.690 -0.151 -0.528
C -6.15880 3.17635 -4.49968 0.001 0.631 0.114
C -6.45330 2.78600 -5.97202 0.942 0.234 0.364
C -6.09589 1.32708 -6.31712 -0.907 0.368 -0.811
N -7.00225 0.75092 -7.35954 0.641 -0.484 0.196
C -6.74645 -0.64742 -7.38936 0.070 -0.807 -0.198
N -5.97378 -1.15365 -8.25884 0.063 0.312 0.299
N -7.35124 -1.48043 -6.38936 0.073 1.134 0.256
H 1.05948 -2.68139 -6.20147 0.120 -0.585 0.106
H -2.14461 -3.49489 -3.51695 -0.145 0.188 0.039
H -1.26146 -2.19505 -2.75585 -0.049 0.121 -0.114
H -3.58206 -2.05428 -4.56847 0.002 0.206 0.066
H -2.25902 -1.22766 -5.33223 -0.242 0.119 0.031
H -3.99891 -0.01924 -3.62495 0.119 0.370 0.105
H -2.87695 -0.63761 -2.41662 -0.240 0.189 -0.031
H -0.63559 -0.16524 -4.98254 0.019 0.067 0.098
H -0.07572 1.11123 -7.28161 0.093 -0.067 0.022
H 1.08775 -0.14350 -6.82286 0.078 0.069 -0.287
H 1.63319 1.37935 -7.62914 0.004 -0.295 -0.040
H 3.03029 1.33500 -5.21464 0.480 0.619 -0.321
H 0.53343 3.73682 -4.13769 0.135 -0.315 -0.184
H -1.47199 4.11814 -2.68951 0.179 -0.027 -0.056
H -4.23966 2.27288 -4.71322 0.153 -0.054 0.288
H -5.37055 1.41652 -3.60286 0.230 0.002 -0.070
H -7.04272 3.09855 -3.86120 0.123 -0.228 -0.020
H -5.87771 4.23582 -4.47862 -0.097 -0.095 0.008
H -5.77764 3.41795 -6.56209 -0.243 -0.070 -0.150
H -7.46318 3.07328 -6.26291 -0.041 -0.331 0.136
H -5.09111 1.32770 -6.75993 0.098 -0.322 0.511
H -6.15900 0.64994 -5.46349 0.112 0.212 0.059
H -6.62823 1.05938 -8.25459 -0.356 0.196 -0.049
H -5.93528 -2.15706 -8.08571 -0.107 -0.033 -0.356
H -6.68171 -1.58058 -5.63162 -0.116 -0.404 -0.025
H -8.16081 -1.01080 -5.99018 0.005 -0.067 -0.058
C -0.48986 3.32240 3.75030 0.023 0.011 -0.153
C -0.74133 1.99978 3.73065 -0.068 0.371 0.357
C -1.02761 1.26978 2.44577 0.023 0.051 -0.365
O -1.22908 0.07122 2.48498 0.023 0.004 0.261
C -1.04870 2.04502 1.21530 0.008 -0.431 0.067
C -0.80799 3.35437 1.24532 -0.190 -0.306 -0.463
C -0.49644 4.08508 2.51492 0.066 0.066 0.561
O -0.27114 5.27956 2.45071 -0.046 -0.002 -0.349
O -0.84802 4.07673 0.12178 0.173 0.508 0.104
O -0.75065 1.26064 4.82344 -1.719 0.018 -0.668
H -0.28229 3.85942 4.66586 -0.027 -0.011 0.008
H -1.27017 1.52737 0.29301 -0.063 -0.019 0.028
H -0.63356 4.99557 0.37561 -0.007 -0.025 0.108
H -0.95591 0.35322 4.52448 0.095 -0.102 0.203
C 5.00574 1.08527 6.33036 -0.066 0.151 0.024
C 5.34895 -0.13807 5.90775 0.218 0.346 0.269
C 4.38581 -1.02256 5.16793 -0.484 -0.040 -0.140
O 4.77534 -2.11421 4.79698 0.325 0.069 0.065
C 3.03592 -0.52212 4.93734 0.242 -0.111 -0.167
C 2.69463 0.69803 5.36309 -0.265 -0.216 -0.210
C 3.66403 1.59038 6.07865 0.413 0.045 0.225
O 3.28794 2.69612 6.42084 -0.275 -0.041 -0.129
O 1.46485 1.19077 5.17545 1.930 0.004 0.377
O 6.56278 -0.64748 6.11476 -0.272 -0.264 -0.272
H 5.69366 1.72857 6.86256 0.019 -0.035 0.010
H 2.34263 -1.16752 4.42065 -0.003 -0.007 0.031
H 1.48025 2.08364 5.57074 -0.058 -0.006 0.055
H 6.55073 -1.53792 5.71308 0.047 -0.016 0.004
C 1.87251 -6.28574 7.43100 -0.125 -0.054 0.122
C 2.34731 -5.38201 6.56473 0.235 -0.453 0.030
C 1.74099 -4.01446 6.44449 -0.371 0.254 0.335
O 2.22978 -3.23585 5.64395 0.034 -0.302 -0.174
C 0.59825 -3.68557 7.27546 0.265 0.033 0.107
C 0.11895 -4.58998 8.14039 -0.135 0.386 -0.061
C 0.73850 -5.95213 8.28269 0.338 -0.325 -0.175
O 0.26699 -6.71962 9.09885 -0.218 0.194 0.071
O -0.92712 -4.34279 8.92287 0.169 -0.346 0.015
O 3.37886 -5.63132 5.76019 -0.197 0.380 -0.028
H 2.29994 -7.27350 7.52995 0.020 0.011 -0.007
H 0.16514 -2.70495 7.16575 -0.003 0.007 0.057
H -1.06480 -5.15413 9.44918 -0.031 0.017 0.045
H 3.52131 -4.81456 5.24194 0.096 0.000 0.000
C 1.59568 3.20940 -10.80958 -0.140 -0.067 0.219
C 2.03149 4.05551 -11.75638 0.209 -0.443 0.054
C 1.39988 5.40605 -11.95828 -0.369 0.335 0.121
O 1.85188 6.13226 -12.81822 0.207 -0.214 -0.078
C 0.27218 5.76987 -11.11018 0.086 0.058 -0.095
C -0.15944 4.92102 -10.17148 -0.165 0.379 -0.107
C 0.48969 3.58551 -9.95396 0.330 -0.286 -0.214
O 0.05603 2.86580 -9.06376 -0.204 0.305 0.058
O -1.18911 5.20386 -9.37074 0.167 -0.291 0.085
O 3.03665 3.75844 -12.56439 -0.189 0.371 -0.019
H 2.04280 2.23759 -10.65432 0.023 0.005 -0.052
H -0.18649 6.73482 -11.27383 -0.011 -0.006 0.016
H -1.29259 4.42814 -8.79055 -0.043 -0.015 -0.009
H 3.15242 4.53308 -13.14970 0.065 -0.027 -0.044
C -2.65000 -5.15296 2.94256 -0.163 -0.010 -0.096
C -1.76741 -4.58995 3.77763 0.110 -0.372 -0.258
C -2.11934 -3.38717 4.60452 -0.391 0.369 0.106
O -1.27389 -2.93730 5.35772 0.034 -0.079 -0.366
C -3.44810 -2.81768 4.46153 0.169 0.019 0.091
C -4.33071 -3.37786 3.62399 -0.080 0.373 0.277
C -3.98822 -4.59745 2.81586 0.353 -0.346 -0.100
O -4.84162 -5.06614 2.08629 -0.190 0.241 0.031
O -5.55808 -2.89581 3.45426 0.099 -0.295 -0.222
O -0.53006 -5.05477 3.92892 -0.101 0.287 0.212
H -2.40868 -6.01994 2.34393 0.017 -0.013 0.030
H -3.68398 -1.94189 5.04969 -0.037 -0.013 0.001
H -5.98787 -3.48301 2.80303 -0.057 -0.003 0.024
H -0.10514 -4.46925 4.58490 0.052 0.015 -0.017
C 9.11487 -1.30029 11.39212 0.055 -0.152 -0.048
C 8.56988 -0.11968 11.07080 0.106 -0.137 0.434
C 8.26990 0.24878 9.64580 0.033 -0.141 -0.438
O 7.75601 1.32981 9.42101 -0.017 0.065 0.270
C 8.61198 -0.70416 8.60326 -0.012 0.179 0.003
C 9.15938 -1.88272 8.92306 -0.088 0.156 -0.379
C 9.43535 -2.26345 10.34914 -0.012 0.125 0.480
O 9.91757 -3.35762 10.57282 0.015 -0.067 -0.292
O 9.49179 -2.78878 8.00479 0.048 -0.095 0.350
O 8.25964 0.79611 11.98520 -0.082 0.080 -0.363
H 9.33331 -1.57775 12.41361 -0.014 0.020 0.006
H 8.40649 -0.41938 7.58272 -0.004 -0.021 -0.001
H 9.86305 -3.54457 8.49958 0.009 -0.031 -0.026
H 7.88222 1.54913 11.49185 -0.014 0.033 0.039
```
Positions in Å, forces in eV/Å.

HOMO energy (Ha): -0.3881
Charge: +1
E (eV): -117681.1560

=====

Record 2
Below is a structure of composition C32H37DyF2N6OS, with properties calculated with ωB97M-V/def2-TZVPD.

Structure (XYZ):
```
80
Properties=species:S:1:pos:R:3:forces:R:3
Dy 1.14739 0.49491 -0.20033 -0.837 0.023 1.277
C 1.03514 -1.46488 2.86881 -0.405 0.075 0.119
C -0.47245 -1.23624 2.67367 0.220 0.117 0.031
C -0.81269 0.21830 2.84257 -0.112 -0.180 0.135
C -1.66369 0.63055 3.86212 0.026 0.100 -0.147
C -1.88874 1.98158 4.05612 0.197 -0.010 -0.188
C -1.21813 2.88293 3.24502 0.040 -0.090 0.005
C -0.39996 2.39027 2.24473 0.094 0.013 0.259
N -0.20402 1.08504 2.02098 -0.151 0.004 -0.084
N 1.77059 -1.38729 1.58931 0.156 0.147 -0.240
C 3.17820 -1.04271 1.87587 0.240 0.085 -0.060
C 3.33450 0.38490 2.34720 0.045 -0.087 0.153
C 4.18091 0.71191 3.39947 -0.102 0.062 -0.165
C 4.34881 2.04541 3.73982 -0.102 -0.033 -0.202
C 3.68095 3.00990 3.00107 -0.004 -0.162 0.009
C 2.85735 2.59572 1.96977 0.013 0.152 -0.034
N 2.66200 1.31273 1.65654 0.172 -0.093 0.149
C 1.70782 -2.71502 0.95532 -0.088 -0.137 -0.113
C 2.16517 -2.76715 -0.48218 -0.064 -0.072 0.015
C 2.47946 -4.00483 -1.03526 0.038 0.219 -0.033
C 2.91949 -4.06955 -2.34487 -0.107 0.200 0.172
C 3.07899 -2.88011 -3.04205 -0.077 0.021 0.146
C 2.71916 -1.69693 -2.42409 0.125 0.024 -0.216
N 2.22955 -1.62751 -1.17828 0.170 -0.175 0.225
H 1.20906 -2.44392 3.33381 0.086 0.115 -0.025
H 1.42320 -0.69843 3.54493 0.027 -0.128 -0.064
H -1.04259 -1.82372 3.39540 0.027 -0.017 -0.146
H -0.74903 -1.55484 1.66725 -0.065 -0.150 0.097
H -2.14086 -0.09550 4.49967 -0.025 -0.157 0.035
H -2.55737 2.32366 4.82821 -0.074 0.056 0.147
H -1.33389 3.94460 3.38481 0.013 0.146 -0.050
H 0.13595 3.07374 1.59666 -0.045 -0.014 -0.011
H 3.75717 -1.15088 0.95152 -0.039 -0.076 0.078
H 3.60126 -1.73004 2.61985 -0.028 0.013 -0.071
H 4.71370 -0.05903 3.93338 0.005 -0.126 0.041
H 5.00288 2.32571 4.54985 0.064 0.026 0.101
H 3.80230 4.05967 3.21329 -0.006 0.098 -0.012
H 2.35289 3.31929 1.33956 0.012 -0.023 0.051
H 0.66991 -3.06636 0.99064 0.092 0.045 0.071
H 2.31354 -3.43441 1.52860 -0.168 0.072 -0.003
H 2.38875 -4.89836 -0.43690 -0.008 -0.079 0.073
H 3.14292 -5.02138 -2.79928 0.103 -0.083 -0.060
H 3.48506 -2.87275 -4.04011 -0.012 0.063 -0.120
H 2.85181 -0.75656 -2.94475 -0.069 0.035 0.033
C -1.05140 -1.19853 -5.16221 0.054 0.060 -0.182
C -1.14785 -1.27727 -3.68989 -0.105 -0.103 0.302
C -2.04614 -1.90658 -2.85511 0.346 0.209 -0.088
C -1.65686 -1.57092 -1.55418 0.282 0.197 -0.167
N -0.56504 -0.79645 -1.57338 -0.145 -0.022 0.105
N -0.28090 -0.63237 -2.89016 -0.146 -0.085 -0.264
C -2.36688 -1.98600 -0.31702 0.185 -0.019 0.007
H -1.83043 -1.79826 -5.61999 -0.027 -0.030 -0.077
H -0.08351 -1.55408 -5.51348 0.014 -0.042 -0.054
H -1.16880 -0.16569 -5.48830 -0.026 0.028 -0.123
H -2.87170 -2.52400 -3.13702 -0.244 -0.134 -0.110
H 0.44976 -0.01530 -3.21760 -0.056 -0.028 0.286
H -3.39327 -2.23037 -0.57491 -0.086 -0.019 0.105
H -2.37324 -1.18914 0.42177 -0.074 0.052 0.062
H -1.90743 -2.87655 0.11133 -0.029 -0.075 0.104
F 1.67822 1.39854 -2.26605 0.070 -0.117 -0.998
C 2.57268 2.07975 -1.29800 0.397 -0.053 -0.166
F 3.32551 0.87670 -0.90399 0.637 0.120 -0.455
H 3.28552 2.59604 -1.96834 -0.434 -0.008 0.509
C -2.00314 4.05521 -1.52791 0.146 -0.358 0.353
S -1.83339 2.68515 -0.33595 -1.127 -0.073 -1.101
O -0.60010 1.92321 -0.77198 0.543 0.036 0.018
C -3.23966 1.66298 -0.85425 0.288 0.317 0.384
C -4.05889 1.18582 0.15863 0.122 0.210 0.106
C -5.18758 0.45041 -0.16232 -0.007 0.000 -0.010
C -5.49241 0.20454 -1.49132 -0.003 -0.064 0.139
C -4.64412 0.63782 -2.49787 0.123 0.099 0.023
C -3.50641 1.36117 -2.17898 0.057 0.066 -0.199
H -2.31297 3.71906 -2.51126 0.034 -0.141 0.006
H -1.03768 4.54862 -1.58791 0.114 0.003 0.096
H -2.73770 4.73995 -1.11609 -0.136 0.046 0.060
H -3.81759 1.41789 1.18640 -0.046 0.006 0.156
H -5.83699 0.08776 0.61854 -0.077 -0.007 0.092
H -6.39727 -0.32560 -1.73795 -0.114 -0.114 -0.070
H -4.88390 0.43185 -3.52958 0.034 -0.025 -0.101
H -2.84088 1.69224 -2.96139 0.059 0.045 -0.128
```
Positions in Å, forces in eV/Å.

HOMO energy (spin up / spin down) (Ha): -0.5204 / -0.5213
Charge: +2
E (eV): -85116.0270
2S+1: 6